C12H11N4 | wB97M-V/def2-TZVPD

```
! wB97M-V def2-TZVPD RIJCOSX def2/J DEFGRID3
* xyz 1 1
N 1.84 1.69 -0.03
N 1.93 -1.73 -0.08
N -0.26 0.06 -2.22
N 1.82 -0.73 0.62
C -0.84 0.90 3.34
C 0.18 -2.03 -3.34
C 0.50 -0.38 -1.25
C -0.42 -0.77 -3.25
C -2.18 0.98 2.96
C 0.13 0.65 2.39
C -1.57 0.59 0.66
C 1.15 -1.63 -1.24
C -0.23 0.49 1.05
C 0.98 -2.50 -2.30
C -2.54 0.82 1.63
C 0.83 0.20 0.08
H 0.01 -2.63 -4.21
H -2.93 1.16 3.70
H 1.67 2.13 -0.94
H 1.56 2.29 0.74
H 2.82 1.40 0.07
H 1.17 0.55 2.68
H 1.44 -3.48 -2.33
H -1.85 0.46 -0.37
H -3.58 0.88 1.34
H -0.56 1.03 4.37
H -1.05 -0.40 -4.04
*
```

Properties
SMILES string = [NH3+][C@]1(c2ccccc2)N=Nc2cccnc21
maximum force = 2.30 eV Å⁻¹
relative energy (zero: lowest compared OMol25 entry of this formula, charge and spin) = 0.0 kJ/mol
LUMO = -0.1783 Ha
energy = -18574.68131 eV

C12H11NO | wB97M-V/def2-TZVPD

```
! wB97M-V def2-TZVPD RIJCOSX def2/J DEFGRID3
* xyz 0 3
O -0.18 -2.97 -0.70
N 0.89 -2.16 1.23
C 0.75 1.14 -0.19
C 0.32 -0.88 1.94
C 1.36 1.19 1.10
C -0.61 -0.79 0.54
C -2.13 -0.83 0.92
C 1.10 2.02 -1.17
C -0.23 0.21 -0.47
C -0.03 -2.20 0.23
C -0.32 0.98 -2.78
C 1.25 0.27 2.07
C 0.59 1.96 -2.45
C -0.75 0.14 -1.74
H 0.82 2.78 -3.02
H 2.00 2.10 1.16
H -0.30 -1.09 2.71
H 1.66 2.93 -1.06
H -1.57 -0.68 -2.10
H -2.68 -1.39 0.25
H -2.39 0.26 0.99
H 1.92 0.25 3.07
H -2.39 -1.17 1.90
H -0.64 0.84 -3.78
H 1.57 -2.91 1.34
*
```

Properties
maximum force = 8.44 eV Å⁻¹
relative energy (zero: lowest compared OMol25 entry of this formula, charge and spin) = 0.0 kJ/mol
LUMO (spin up / spin down) = 0.0288 / -0.1016 Ha
energy = -16154.69016 eV

C12H11NO5 | wB97M-V/def2-TZVPD

```
! wB97M-V def2-TZVPD RIJCOSX def2/J DEFGRID3
* xyz 0 1
O 2.08 0.35 0.42
O -4.38 -0.71 1.64
O 4.26 0.00 0.92
O -3.18 -1.27 -2.54
O -2.41 -2.74 0.14
N -3.43 -1.81 -0.24
C 2.42 1.50 -0.38
C -2.33 0.09 0.54
C -1.67 0.98 1.34
C -3.54 -0.79 0.80
C 1.10 2.05 -1.01
C -0.14 1.38 -0.45
C -0.82 0.52 -1.27
C -0.57 1.61 0.83
C -2.89 -1.11 -1.39
C 2.79 -1.89 0.91
C -1.91 -0.12 -0.76
C 3.14 -0.42 0.74
H -2.00 1.13 2.36
H -2.14 -3.18 -0.67
H 0.02 2.31 1.42
H 1.05 3.14 -0.93
H -0.53 0.34 -2.30
H 3.22 -2.47 0.09
H 3.07 -2.26 1.89
H 1.17 1.82 -2.07
H 1.70 -2.00 0.82
H 3.16 1.26 -1.14
H 2.79 2.27 0.30
*
```

Properties
SMILES string = CC(=O)OCCc1ccc2c(c1)C(=O)N(O)C2=O
maximum force = 2.80 eV Å⁻¹
relative energy (zero: lowest compared OMol25 entry of this formula, charge and spin) = 231.2 kJ/mol
LUMO = -0.0142 Ha
energy = -24347.55673 eV

C12H12 | wB97M-V/def2-TZVPD

```
! wB97M-V def2-TZVPD RIJCOSX def2/J DEFGRID3
* xyz 0 1
C -0.68 -0.21 2.31
C 1.65 -0.98 -0.60
C -0.89 0.94 1.57
C -1.41 -1.39 2.01
C 0.67 -0.75 -1.65
C -1.91 -1.40 0.76
C -1.57 0.92 0.34
C -2.15 -0.32 -0.05
C 1.15 1.45 -1.78
C 0.64 0.39 -2.33
C 2.41 0.01 -0.16
C 2.17 1.27 -0.78
H 3.29 -0.14 0.59
H -2.58 -2.24 0.43
H 0.14 -1.73 -1.68
H -1.20 -2.33 2.65
H -2.60 -0.44 -0.99
H -0.22 0.53 -3.05
H -0.08 -0.39 3.22
H -0.38 2.05 1.55
H 1.60 -1.73 0.11
H -1.55 1.91 -0.05
H 2.88 2.02 -0.47
H 0.62 2.58 -1.97
*
```

Properties
SMILES string = c1ccccc1.c1ccccc1
maximum force = 8.03 eV Å⁻¹
relative energy (zero: lowest compared OMol25 entry of this formula, charge and spin) = 423.8 kJ/mol
LUMO = 0.0329 Ha
energy = -12634.53648 eV

C12H12 | wB97M-V/def2-TZVPD

```
! wB97M-V def2-TZVPD RIJCOSX def2/J DEFGRID3
* xyz 0 1
C -0.89 0.12 -0.20
C 2.38 1.04 0.91
C -3.00 -1.19 0.10
C 2.68 1.17 -0.47
C -1.54 -1.16 -0.11
C 1.93 -0.16 1.48
C 2.77 0.07 -1.31
C -3.80 0.01 -0.09
C 2.08 -1.14 -0.86
C -3.13 1.15 -0.14
C 1.87 -1.27 0.54
C -1.75 1.34 -0.17
H 1.64 -2.16 1.23
H 0.22 0.27 -0.25
H 3.30 0.24 -2.29
H 2.36 -2.11 -1.54
H -1.34 2.31 0.26
H 1.66 -0.54 2.42
H -4.85 -0.01 -0.09
H -3.71 2.14 -0.22
H 2.50 1.77 1.65
H -0.69 -2.01 -0.30
H 2.82 2.24 -0.74
H -3.51 -2.12 0.22
*
```

Properties
SMILES string = c1ccccc1.c1ccccc1
maximum force = 5.34 eV Å⁻¹
relative energy (zero: lowest compared OMol25 entry of this formula, charge and spin) = 393.6 kJ/mol
LUMO = 0.0283 Ha
energy = -12634.84963 eV

C12H12BBrN3OTl | wB97M-V/def2-TZVPD

```
! wB97M-V def2-TZVPD RIJCOSX def2/J DEFGRID3
* xyz 0 1
Tl 11.92 4.00 3.59
Br 10.28 7.79 5.30
O 8.70 6.18 9.96
N 14.02 4.64 3.04
N 9.28 3.71 4.04
N 11.58 6.05 6.96
C 14.84 5.71 6.47
C 11.73 5.35 8.13
C 10.49 6.80 6.89
C 16.79 4.65 5.39
C 8.36 4.40 4.33
C 14.16 5.70 5.29
C 10.87 5.38 9.21
C 9.66 6.12 9.04
C 9.52 6.91 7.87
C 16.19 5.24 6.52
C 16.09 4.67 4.23
C 14.64 4.96 4.14
B 6.98 5.14 4.59
H 16.65 5.27 7.51
H 12.50 4.60 8.10
H 11.12 4.82 10.10
H 6.56 5.39 3.49
H 8.34 5.33 10.33
H 13.18 6.05 5.20
H 7.39 6.17 5.06
H 14.51 6.30 7.29
H 6.30 4.50 5.35
H 16.54 4.15 3.36
H 17.77 4.13 5.42
H 8.64 7.50 7.65
*
```

Properties
maximum force = 2.54 eV Å⁻¹
relative energy (zero: lowest compared OMol25 entry of this formula, charge and spin) = 8.9 kJ/mol
LUMO (spin up / spin down) = -0.0902 / -0.1010 Ha
energy = -94563.43075 eV